{
  "formula": "C7H16NO2P",
  "method": "ωB97M-V with the def2-TZVPD basis set",
  "homo_lumo_gap_ev": 9.4,
  "lumo_energy_ev": 0.68,
  "total_charge": 0,
  "multiplicity": 1,
  "relative_energy_kj_mol": 342.17,
  "smiles": "CCOCCPN(C)C(C)=O",
  "molar_mass_g_mol": 177.2,
  "species": ["P", "O", "O", "N", "C", "C", "C", "C", "C", "C", "C", "H", "H", "H", "H", "H", "H", "H", "H", "H", "H", "H", "H", "H", "H", "H", "H"],
  "xyz": [[-0.688, 0.876, -0.975], [2.966, 0.628, 0.080], [-4.265, 0.899, -1.238], [-2.236, 1.033, -0.078], [-3.243, 0.306, -0.874], [2.308, -0.478, 0.730], [3.311, -1.750, 0.768], [-2.086, 0.390, 1.290], [-3.060, -1.230, -1.230], [0.678, 1.793, -0.032], [2.070, 1.418, -0.724], [2.612, 2.410, -0.915], [2.136, -0.191, 1.825], [0.495, 2.906, -0.239], [-2.457, -1.321, -2.186], [-1.283, -0.431, 1.280], [3.024, -2.433, 1.642], [0.650, 1.662, 1.093], [-1.727, 1.197, 2.021], [-4.070, -1.723, -1.438], [1.373, -0.846, 0.207], [-2.500, -1.788, -0.400], [1.927, 0.961, -1.771], [-0.363, -0.541, -1.044], [-3.108, -0.001, 1.590], [3.140, -2.318, -0.213], [4.394, -1.428, 0.835]],
  "forces_ev_per_a": [[-0.47, 1.37, -1.43], [-1.56, -0.31, -0.46], [2.77, -1.50, 0.93], [1.63, -2.06, 0.06], [-2.61, 0.54, -0.87], [1.38, -1.45, 1.13], [-0.92, 0.26, -0.62], [0.09, 0.22, 0.40], [0.15, -0.04, 0.21], [-0.20, 0.20, 0.11], [0.31, 1.13, -0.29], [-0.62, -1.51, 0.33], [-0.26, -0.28, -1.51], [0.02, -1.66, 0.28], [-0.58, 0.22, 1.13], [-1.35, 0.89, 0.14], [0.49, 0.98, -1.25], [0.37, 0.01, -1.31], [-0.72, -1.17, -1.01], [1.38, 0.91, 0.47], [0.96, 0.84, 0.69], [-0.82, 0.78, -1.21], [-0.03, 0.34, 1.50], [0.03, 0.59, 1.10], [1.36, 0.39, 0.01], [0.53, 0.65, 1.44], [-1.35, -0.34, 0.03]]
}